1.
{"formula": "C6H9NO2", "method": "wB97M-V/def2-TZVPD", "species": ["C", "C", "C", "C", "C", "C", "H", "H", "H", "H", "H", "H", "H", "H", "H", "N", "O", "O"], "xyz": [[2.754, -0.764, 0.181], [0.854, 0.600, -0.102], [0.099, 1.681, -0.276], [-1.213, 1.187, 0.180], [-0.129, -0.392, 0.466], [-1.287, -0.208, -0.583], [2.563, -0.748, 1.276], [2.341, -1.720, -0.230], [3.833, -0.690, -0.017], [0.289, 2.661, -0.683], [-2.057, 1.881, 0.285], [0.139, -1.396, 0.815], [-0.983, -0.245, -1.643], [-2.809, -0.840, 0.602], [-3.202, -0.767, -0.958], [-2.440, -1.067, -0.334], [2.150, 0.401, -0.348], [-0.902, 0.427, 1.369]], "atomic_forces_ev_per_a": [[-0.277, -0.458, 0.894], [0.646, -0.077, 0.419], [0.634, 1.057, -0.515], [-1.194, -0.284, -0.552], [-0.693, -0.792, -0.510], [-0.423, -0.341, 0.165], [0.388, -0.310, -0.472], [0.297, 0.818, 0.086], [-0.514, -0.050, 0.029], [0.259, -0.094, 0.029], [0.242, -0.292, -0.056], [0.042, 0.447, 0.053], [-0.262, 0.138, 0.427], [0.448, -0.312, -0.361], [0.476, -0.350, 0.123], [-0.502, 0.928, 0.013], [0.454, 0.141, -0.813], [-0.020, -0.167, 1.042]], "lowdin_charge": [-0.07, -0.27, 0.03, -0.24, -0.18, -0.23, 0.10, 0.10, 0.10, 0.12, 0.15, 0.16, 0.15, 0.08, 0.08, 0.04, -0.06, -0.05], "total_charge": 0, "e_tot_ha": -439.14422, "orbital_gap_ev": 9.33, "de_lowest_kj_mol": 346.9, "homo_ha": -0.3076}

***

2.
{"formula": "CH3ClN2", "method": "wB97M-V/def2-TZVPD", "species": ["C", "N", "N", "Cl", "H", "H", "H"], "xyz": [[1.917, -0.289, 0.032], [-0.756, 0.025, 0.077], [2.920, 0.356, -0.006], [4.637, -0.030, 0.001], [1.384, -1.205, 0.067], [-0.942, 0.752, 0.764], [-0.891, 0.450, -0.839]], "atomic_forces_ev_per_a": [[1.028, 0.487, -0.074], [0.222, -0.517, 0.039], [-2.287, 0.721, 0.011], [1.208, -0.665, 0.018], [-0.156, -0.578, 0.056], [-0.001, 0.291, -0.004], [-0.015, 0.261, -0.046]], "lowdin_charge": [-0.06, 0.06, -0.45, 0.46, 0.04, -0.03, -0.03], "total_charge": 0, "e_tot_ha": -609.40561, "orbital_gap_ev": [9.75, 7.28], "de_lowest_kj_mol": 596.2, "homo_ha": [-0.3895, -0.3039]}

***

3.
{"formula": "C31H44BrIrN3OP2", "method": "wB97M-V/def2-TZVPD", "species": ["C", "C", "C", "C", "N", "C", "C", "C", "C", "C", "C", "C", "C", "C", "Ir", "P", "H", "H", "H", "H", "H", "H", "H", "H", "C", "C", "H", "H", "H", "H", "H", "C", "C", "H", "H", "H", "H", "H", "C", "C", "H", "H", "H", "H", "H", "Br", "P", "C", "C", "H", "H", "H", "H", "H", "C", "C", "H", "H", "H", "H", "H", "C", "C", "H", "H", "H", "H", "H", "N", "C", "O", "C", "C", "C", "N", "C", "C", "H", "H", "H", "H", "H", "H"], "xyz": [[-1.802, -3.752, -2.772], [-2.022, -2.433, -3.219], [-3.294, -1.955, -3.586], [-4.255, -2.950, -3.757], [-3.988, -4.203, -3.484], [-2.860, -4.632, -2.992], [-0.918, -1.568, -3.166], [0.064, -0.995, -2.578], [1.353, -0.383, -2.543], [1.992, 0.280, -1.466], [3.077, 1.139, -1.668], [3.463, 1.335, -2.960], [3.012, 0.578, -4.074], [1.938, -0.286, -3.872], [0.883, 0.728, 0.538], [-0.959, -0.567, 0.934], [-3.482, -0.890, -3.790], [-0.816, -4.067, -2.391], [-5.213, -2.689, -4.168], [-2.707, -5.680, -2.799], [1.409, -0.862, -4.679], [2.082, 0.049, -0.349], [3.453, 0.659, -5.084], [3.537, 1.659, -0.800], [-1.194, -0.015, 2.691], [-2.583, -0.315, 3.227], [-0.973, 1.057, 2.738], [-0.419, -0.490, 3.307], [-2.686, 0.030, 4.253], [-3.370, 0.174, 2.658], [-2.784, -1.384, 3.239], [-2.463, -0.212, -0.047], [-3.505, -1.314, 0.074], [-2.104, -0.087, -1.073], [-2.904, 0.736, 0.264], [-4.454, -0.993, -0.355], [-3.197, -2.211, -0.463], [-3.718, -1.570, 1.115], [-0.582, -2.343, 0.772], [-1.415, -3.140, 1.764], [0.487, -2.488, 0.941], [-0.772, -2.635, -0.270], [-1.210, -4.207, 1.689], [-1.213, -2.845, 2.793], [-2.483, -3.021, 1.577], [4.699, 2.786, -3.268], [-0.283, 2.505, -0.194], [-1.911, 2.866, 0.593], [-2.281, 4.227, 1.184], [-2.017, 2.126, 1.402], [-2.653, 2.622, -0.180], [-3.237, 4.101, 1.708], [-1.559, 4.589, 1.925], [-2.440, 5.008, 0.428], [0.905, 3.514, 0.755], [1.396, 4.852, 0.194], [1.792, 2.867, 0.929], [0.482, 3.690, 1.742], [2.278, 5.200, 0.751], [1.699, 4.814, -0.856], [0.654, 5.651, 0.297], [-0.661, 2.893, -1.959], [-1.437, 4.162, -2.352], [-1.230, 2.028, -2.334], [0.305, 2.869, -2.476], [-1.406, 4.260, -3.443], [-2.501, 4.118, -2.095], [-1.030, 5.093, -1.943], [5.517, -2.355, 4.902], [5.390, -2.697, 3.600], [6.243, -3.428, 3.071], [4.233, -2.151, 2.840], [3.413, -1.166, 3.375], [2.497, -0.464, 2.600], [2.269, -0.831, 1.351], [2.939, -1.880, 0.785], [3.919, -2.561, 1.527], [6.307, -2.697, 5.433], [4.845, -1.819, 5.402], [3.447, -0.871, 4.410], [1.914, 0.402, 2.929], [2.683, -2.181, -0.249], [4.415, -3.389, 1.052]], "atomic_forces_ev_per_a": [[-0.486, 0.600, -0.984], [-0.712, -0.043, 0.518], [0.825, -0.956, -0.139], [-1.339, 0.621, -0.594], [1.503, 1.736, 0.384], [0.726, -1.510, 0.470], [4.332, 2.609, 3.367], [-2.345, -1.858, -2.327], [-0.416, 0.247, -1.348], [1.270, 1.072, 0.247], [-1.493, -0.821, 1.562], [2.670, 2.261, -2.463], [-1.062, -1.124, -0.540], [0.122, 0.418, 0.007], [-2.025, -1.218, 0.290], [1.164, 0.916, 0.001], [-0.120, -0.789, -0.100], [-0.801, -0.109, -0.314], [-0.590, -0.072, -0.046], [-0.270, -0.492, 0.097], [0.994, 0.782, 0.735], [0.593, -1.533, -1.036], [-0.198, 0.228, 0.787], [-0.219, -0.417, -0.877], [-0.025, -0.582, -0.135], [-0.338, -0.059, 0.403], [-0.072, -0.098, -0.115], [-0.100, -0.117, -0.210], [0.091, 0.084, 0.075], [-0.035, 0.091, -0.111], [-0.048, 0.018, 0.011], [0.072, -0.154, 0.221], [-0.427, -0.144, -0.122], [-0.147, 0.003, -0.005], [0.249, -0.256, 0.043], [-0.004, 0.103, -0.087], [0.008, -0.135, 0.142], [-0.001, 0.060, -0.281], [-0.186, 0.110, 0.192], [-0.329, -0.632, 0.077], [-0.134, 0.111, 0.089], [-0.100, 0.131, 0.141], [0.152, -0.005, -0.008], [0.072, -0.040, -0.050], [0.214, -0.094, 0.153], [-1.226, -1.639, 0.158], [-1.552, 1.373, 0.695], [-0.322, -0.466, 0.216], [0.051, 0.434, -0.011], [-0.079, 0.274, -0.293], [0.090, -0.023, 0.201], [0.233, 0.081, -0.107], [-0.110, -0.052, -0.184], [0.205, -0.249, 0.164], [0.467, 0.922, -0.595], [0.463, 0.602, -0.019], [0.191, 0.025, 0.026], [-0.181, -0.215, 0.093], [-0.258, -0.173, -0.071], [-0.120, -0.156, 0.048], [-0.047, -0.322, -0.049], [0.764, -0.115, -0.182], [-0.145, 0.321, 0.093], [0.221, -0.042, 0.242], [-0.060, 0.008, -0.127], [0.084, -0.076, 0.185], [0.269, -0.104, 0.154], [0.045, -0.278, 0.025], [1.105, -0.846, -0.868], [-3.678, 2.998, 1.676], [1.481, -1.563, -1.180], [1.850, -1.565, 0.051], [-1.598, 2.216, 0.912], [1.500, -1.158, 2.020], [-1.323, 1.420, -1.992], [1.338, -1.192, 1.052], [-1.239, 0.711, -1.835], [0.019, -0.002, -0.018], [-0.473, 0.145, 0.014], [0.219, 0.141, 0.121], [0.405, -0.435, 0.549], [0.190, 0.213, 0.790], [0.187, -0.157, -0.072]], "lowdin_charge": [0.06, -0.21, 0.07, 0.01, 0.32, 0.01, 0.12, 0.10, -0.15, -0.17, -0.10, -0.55, -0.02, 0.06, 0.78, 0.88, 0.16, 0.16, 0.17, 0.17, 0.16, -0.02, 0.15, 0.15, -0.36, -0.11, 0.06, 0.09, 0.10, 0.08, 0.07, -0.35, -0.12, 0.05, 0.06, 0.10, 0.06, 0.07, -0.34, -0.11, 0.06, 0.06, 0.10, 0.08, 0.06, 1.04, 0.82, -0.39, -0.09, 0.04, 0.08, 0.10, 0.08, 0.09, -0.39, -0.10, 0.05, 0.09, 0.09, 0.07, 0.09, -0.36, -0.10, 0.08, 0.07, 0.09, 0.08, 0.08, 0.24, -0.35, 0.36, -0.14, -0.01, -0.16, -0.18, -0.12, 0.02, 0.15, 0.11, 0.11, 0.10, 0.12, 0.12], "total_charge": 4, "e_tot_ha": -4806.40032, "orbital_gap_ev": [3.39, 4.30], "s2": 8.831, "multiplicity": 6, "de_lowest_kj_mol": 191.3, "homo_ha": [-0.5632, -0.7034]}

***

4.
{"formula": "C15H41O6V", "method": "wB97M-V/def2-TZVPD", "species": ["V", "O", "H", "C", "C", "C", "O", "H", "H", "H", "H", "H", "H", "H", "H", "C", "C", "C", "O", "H", "H", "H", "H", "H", "H", "H", "H", "C", "C", "C", "O", "H", "H", "H", "H", "H", "H", "H", "H", "C", "C", "C", "O", "H", "H", "H", "H", "H", "H", "H", "H", "C", "C", "C", "O", "H", "H", "H", "H", "H", "H", "H", "H"], "xyz": [[-1.180, -0.429, -1.505], [-0.955, 0.362, 0.321], [-1.366, 1.177, 0.625], [2.567, 0.528, -2.130], [1.382, 1.492, -1.950], [1.718, 2.826, -2.601], [0.147, 0.975, -2.519], [2.589, -0.216, -1.335], [3.490, 1.102, -2.123], [2.512, -0.056, -3.053], [1.195, 1.604, -0.883], [2.009, 2.674, -3.645], [2.518, 3.330, -2.069], [0.845, 3.488, -2.611], [0.168, 1.214, -3.452], [2.260, -3.528, -1.375], [0.909, -3.007, -1.884], [-0.189, -4.038, -1.727], [0.578, -1.771, -1.227], [2.396, -4.594, -1.544], [2.346, -3.386, -0.295], [3.056, -2.972, -1.867], [1.074, -2.723, -2.927], [-0.377, -4.248, -0.673], [0.124, -4.995, -2.153], [-1.114, -3.816, -2.267], [0.510, -1.972, -0.251], [-0.177, 3.259, 2.789], [0.969, 2.259, 3.020], [0.725, 1.321, 4.198], [1.203, 1.528, 1.818], [-0.554, 3.756, 3.679], [-1.033, 2.777, 2.306], [0.238, 3.982, 2.082], [1.901, 2.798, 3.193], [0.253, 1.739, 5.086], [1.674, 0.862, 4.482], [0.063, 0.505, 3.884], [0.348, 1.337, 1.404], [0.265, -3.914, 2.627], [0.500, -2.425, 2.592], [1.953, -2.036, 2.793], [0.101, -1.951, 1.270], [-0.003, -4.336, 3.593], [1.089, -4.454, 2.152], [-0.597, -4.199, 2.007], [-0.204, -1.918, 3.256], [2.024, -0.951, 2.853], [2.538, -2.441, 1.967], [2.410, -2.444, 3.698], [0.029, -0.979, 1.288], [-2.801, 3.160, -1.329], [-3.582, 1.867, -1.399], [-4.971, 2.032, -2.010], [-2.817, 0.892, -2.161], [-3.143, 3.788, -0.506], [-2.983, 3.755, -2.230], [-1.724, 3.008, -1.270], [-3.742, 1.419, -0.417], [-5.749, 2.267, -1.287], [-5.284, 1.096, -2.482], [-4.979, 2.818, -2.767], [-3.154, 0.803, -3.059]], "atomic_forces_ev_per_a": [[1.154, 1.063, 0.758], [-0.151, -0.297, -0.752], [-0.280, -0.122, -0.249], [-0.486, -0.381, 0.231], [1.245, 0.021, 0.160], [-0.861, 0.008, -0.137], [-0.224, -0.309, -0.111], [0.073, 0.143, 0.082], [0.100, -0.075, 0.020], [-0.061, 0.333, -0.189], [-0.216, 0.086, -0.055], [0.183, -0.006, 0.049], [0.105, -0.057, -0.009], [0.084, 0.005, 0.132], [-0.197, -0.138, -0.065], [-0.153, 0.407, 0.314], [0.495, -0.406, -0.368], [0.010, -0.598, -0.268], [-0.883, 0.302, 0.002], [-0.076, -0.001, -0.289], [-0.037, 0.091, -0.036], [0.150, -0.089, 0.162], [-0.354, -0.146, -0.094], [-0.179, 0.226, 0.018], [0.180, 0.110, -0.033], [-0.051, 0.367, 0.272], [0.207, -0.009, 0.178], [0.686, -0.083, -0.523], [-0.662, 0.224, 0.437], [0.048, -0.784, -0.270], [0.070, 0.039, 0.030], [0.237, 0.041, 0.115], [0.001, -0.156, 0.071], [-0.417, 0.249, 0.078], [-0.090, 0.172, 0.074], [0.193, 0.450, -0.083], [-0.099, -0.036, 0.136], [0.007, 0.059, -0.082], [0.219, -0.295, -0.013], [-0.640, -0.749, -0.923], [-0.248, 0.130, -0.477], [-0.072, 0.046, 0.499], [0.100, -0.153, 0.240], [0.563, 0.214, 0.258], [0.197, -0.020, 0.415], [-0.038, 0.432, 0.036], [0.344, -0.064, 0.368], [0.243, 0.002, -0.262], [-0.010, 0.217, -0.135], [-0.320, -0.053, 0.106], [-0.260, 0.033, 0.085], [-0.123, 0.501, -0.288], [-0.691, 0.148, 0.285], [0.017, -0.113, -0.497], [0.393, -0.742, -0.070], [0.072, -0.148, 0.138], [0.062, -0.133, -0.049], [-0.022, -0.163, 0.280], [0.460, -0.072, 0.032], [0.210, 0.107, 0.208], [-0.020, 0.013, 0.053], [0.007, -0.057, -0.041], [-0.192, 0.214, 0.046]], "lowdin_charge": [1.08, -0.37, -0.02, -0.03, -0.42, -0.04, -0.13, 0.07, 0.09, 0.09, 0.12, 0.09, 0.10, 0.08, 0.12, -0.02, -0.44, -0.04, -0.17, 0.09, 0.07, 0.08, 0.14, 0.08, 0.09, 0.08, 0.05, -0.04, -0.47, -0.05, -0.07, 0.08, 0.07, 0.08, 0.14, 0.08, 0.08, 0.07, 0.02, -0.05, -0.42, -0.03, -0.12, 0.09, 0.08, 0.08, 0.14, 0.06, 0.08, 0.09, 0.05, -0.03, -0.43, -0.03, -0.15, 0.10, 0.09, 0.07, 0.14, 0.09, 0.09, 0.09, 0.11], "total_charge": 1, "e_tot_ha": -1991.36379, "orbital_gap_ev": [8.40, 8.81], "s2": 3.755, "multiplicity": 4, "de_lowest_kj_mol": 97.8, "homo_ha": [-0.4321, -0.4524]}

***

5.
{"formula": "C2H5FO3", "method": "wB97M-V/def2-TZVPD", "species": ["C", "C", "O", "O", "O", "F", "H", "H", "H", "H", "H"], "xyz": [[0.124, -0.181, 1.082], [0.103, 0.072, -0.470], [-0.524, -0.849, -1.196], [-0.476, 1.331, -0.644], [1.403, 0.076, -0.818], [-1.048, -0.169, 1.696], [0.466, -1.240, 1.187], [0.844, 0.415, 1.578], [-1.404, -0.839, -0.794], [-0.976, 1.478, 0.190], [1.488, -0.094, -1.810]], "atomic_forces_ev_per_a": [[2.471, -3.614, -1.789], [0.953, 1.744, 2.633], [-1.806, -1.532, -0.377], [-1.013, 0.662, 0.716], [1.744, -0.172, -2.268], [-2.686, 0.938, 0.679], [0.200, 0.652, -0.211], [0.561, 1.108, 0.328], [-0.390, -0.540, -0.685], [0.251, 0.410, -0.994], [-0.284, 0.343, 1.968]], "lowdin_charge": [-0.15, -0.78, 0.11, 0.06, 0.07, 0.01, 0.15, 0.12, 0.13, 0.11, 0.17], "smiles": "OC(O)(O)CF", "total_charge": 0, "e_tot_ha": -404.77313, "orbital_gap_ev": 11.63, "de_lowest_kj_mol": 0.0, "homo_ha": -0.4031}

***

Question: What is the formula in the third record?
Answer: C31H44BrIrN3OP2